(1)
{"formula": "C2H4OS3", "method": "ωB97M-V/def2-TZVPD", "mol_weight_da": 140.3, "smiles": "C[C@@H]1S[S@@]1(=O)=S", "homo_lumo_gap_ev": [6.32, 6.34], "total_energy_ev": -36687.472, "symbols": ["C", "C", "S", "S", "O", "S", "H", "H", "H", "H"], "positions_angstrom": [[1.273846, -0.230330, 0.158993], [0.081904, 0.337509, -0.576593], [-0.345887, 2.098141, -0.381270], [-1.613182, 0.316984, 0.164543], [-1.503722, 0.156174, 1.546422], [-2.634099, -1.784648, -0.303313], [2.312894, 0.124063, -0.247051], [1.269574, -1.319514, 0.205713], [1.221454, 0.179015, 1.135992], [-0.062783, 0.122602, -1.703438]], "forces_ev_per_a": [[1.2795, 0.5445, -1.0776], [-0.9099, -0.1383, -2.6132], [-0.8665, -0.5301, 0.1135], [2.1690, 0.2757, -3.8692], [-0.1488, -0.2387, 4.4883], [0.0663, 0.6259, -0.3477], [-2.1078, -0.5756, 0.3067], [-0.0840, 0.0683, -0.0986], [0.0274, 0.1080, 1.1898], [0.5746, -0.1395, 1.9081]]}

(2)
{"formula": "C5H10O", "method": "ωB97M-V/def2-TZVPD", "mol_weight_da": 86.1, "smiles": "C[C@H]1CCOC1", "homo_lumo_gap_ev": 10.64, "total_energy_ev": -7394.253, "symbols": ["C", "C", "C", "C", "O", "C", "H", "H", "H", "H", "H", "H", "H", "H", "H", "H"], "positions_angstrom": [[-0.917170, 1.269693, -1.107484], [-0.578424, 0.248098, -0.029063], [0.171448, -0.983878, -0.526067], [0.779383, -1.550556, 0.729826], [1.162452, -0.366033, 1.464079], [0.418616, 0.750730, 1.024958], [-1.608824, 0.853440, -1.848655], [-1.387179, 2.162224, -0.679550], [-0.011356, 1.589368, -1.638117], [-1.498780, -0.066624, 0.481342], [-0.390978, -1.674641, -1.149587], [1.044948, -0.631449, -1.088171], [1.667364, -2.162729, 0.542311], [0.105540, -2.152663, 1.339419], [-0.056651, 1.218996, 1.890360], [1.099612, 1.496025, 0.594400]], "forces_ev_per_a": [[-0.0011, 0.0371, -0.0310], [-0.0585, 0.0142, 0.1042], [0.4485, 0.1727, -0.3089], [0.2096, 0.3191, 0.4344], [0.3308, -0.8295, 0.1605], [-0.2409, 0.3129, -0.1278], [0.0964, 0.0462, 0.1306], [0.0632, -0.1220, -0.0475], [-0.1166, -0.0627, 0.1025], [0.0872, -0.0058, -0.0943], [-0.1418, -0.0476, 0.1055], [-0.2417, 0.0201, -0.3665], [-0.0153, 0.2345, 0.0451], [-0.2969, 0.0046, 0.0164], [-0.1358, -0.0209, -0.0348], [0.0129, -0.0728, -0.0884]]}